No. 1
Entry from the OMol25 dataset: C24H34B12Br6N8Sr as an isolated structure (wB97M-V/def2-TZVPD).

Last column: Mulliken charge in e.
Element x y z (Å)
Sr1 2.76206 -0.55783 0.91302  1.328
C1 3.61868 -1.26689 4.35936  -1.800
C2 3.84639 -1.47721 2.88300  1.337
C3 3.23266 -2.54570 2.20655  -0.841
C4 3.55637 -2.83595 0.87773  -0.408
C5 4.50168 -2.05902 0.20522  -0.821
C6 5.10945 -0.98675 0.86063  -0.890
C7 4.76965 -0.68480 2.18086  -0.790
H1 3.77856 -0.23325 4.66086  0.422
H2 4.34508 -1.87123 4.90804  0.395
H3 2.63039 -1.59493 4.67736  0.372
H4 2.54771 -3.19146 2.74703  0.495
H5 3.12229 -3.70341 0.39362  0.527
H6 4.81521 -2.32940 -0.79729  0.533
H7 5.88940 -0.42593 0.36479  0.817
H8 5.28050 0.12327 2.69761  0.599
C8 0.96446 1.09983 3.74630  -1.137
C9 0.37277 1.74777 2.54133  0.755
C10 -0.76010 2.63242 2.47150  -1.681
C11 -0.90258 2.93371 1.05287  0.009
N1 0.01645 2.29017 0.43957  1.064
N2 0.83058 1.54886 1.35233  -0.293
B1 0.41587 2.31544 -1.09726  -0.445
N3 0.02018 0.83409 -1.66004  1.230
C12 -1.19839 0.57125 -1.97432  -1.705
C13 -1.32546 -0.86766 -2.25732  0.662
C14 0.10832 -1.28053 -2.15868  -0.043
C15 0.63099 -2.64320 -2.44202  -1.452
N4 0.86069 -0.31077 -1.78831  -0.865
N5 1.88574 2.60263 -1.22005  0.908
C16 2.44962 3.80972 -1.50489  -0.428
C17 3.80238 3.65181 -1.52916  -1.386
C18 4.00992 2.29360 -1.22784  0.675
C19 5.32799 1.58425 -1.20775  -1.317
N6 2.85856 1.66621 -1.00494  -0.527
N7 -0.42769 3.27584 -1.86667  1.103
C20 -0.16079 3.83483 -3.08240  -0.496
C21 -1.28007 4.49640 -3.48834  -1.384
C22 -2.22909 4.30296 -2.45936  0.708
C23 -3.62876 4.83338 -2.38260  -1.340
N8 -1.72567 3.55508 -1.49201  -0.913
H9 0.41238 1.37454 4.64281  0.423
H10 1.99859 1.41709 3.88782  0.324
H11 0.91219 0.01162 3.65206  0.190
H12 -1.37642 2.99905 3.28305  0.471
H13 -1.61052 3.55418 0.51217  0.871
H14 -1.96133 1.34228 -1.98678  1.447
H15 -1.69519 -1.03326 -3.27923  1.002
H16 0.05285 -3.13624 -3.22256  0.383
H17 0.55903 -3.26439 -1.54380  0.184
H18 1.67211 -2.59157 -2.75213  0.476
H19 1.85597 4.69376 -1.66870  0.680
H20 4.54713 4.39892 -1.75230  0.515
H21 5.99142 2.01037 -1.95798  0.509
H22 5.20317 0.52638 -1.44237  0.275
H23 5.83458 1.69920 -0.24526  0.185
H24 0.78546 3.69766 -3.58174  0.664
H25 -1.40721 5.07588 -4.38956  0.505
H26 -3.80094 5.58456 -3.14933  0.416
H27 -3.82457 5.27532 -1.40636  0.312
H28 -4.35764 4.03423 -2.52684  0.259
Br1 -0.07438 -1.51836 0.87294  2.143
B2 -1.92594 -2.03224 0.34039  -0.829
B3 -2.37723 -1.59201 -1.22752  -1.567
C24 -4.07390 -3.55169 -0.90589  -0.328
B4 -2.45626 -3.58716 -0.53654  -0.030
B5 -3.65713 -4.40113 0.47528  -0.101
B6 -5.11787 -3.43103 0.27008  0.176
B7 -4.21945 -1.87981 -1.12736  -0.182
B8 -3.43247 -0.92147 0.16200  1.739
Br2 -3.44980 1.02625 0.23705  -0.244
B9 -4.70387 -1.70805 1.09486  0.541
Br3 -6.18045 -0.70601 1.63501  -0.160
B10 -4.20973 -3.26309 1.76333  -0.334
Br4 -4.91123 -3.85152 3.44209  -0.204
B11 -2.44689 -3.46779 1.28874  -0.258
Br5 -1.16699 -4.35333 2.41892  -0.254
B12 -3.05129 -1.81687 1.69639  -0.900
Br6 -2.50965 -0.83871 3.26504  -0.078
H29 -3.31579 -1.80684 -2.08034  0.465
H30 -4.37400 -4.13305 -1.77038  0.686
H31 -1.70902 -4.25206 -1.17703  -0.163
H32 -3.73473 -5.57816 0.48613  -0.106
H33 -6.25898 -3.68851 0.12065  -0.066
H34 -5.15605 -1.45459 -1.71512  -0.007

Forces on atoms 1 to 3 (eV/Å):
-7.755 7.159 -4.104
0.011 -0.031 -0.128
1.058 -0.916 1.365

Values from the calculation:
LUMO energy (alpha / beta): -10.21 / -11.25 eV
E: -17145.39997 Eh
orbital gap (alpha / beta): 5.94 / 4.90 eV
E_HOMO (alpha / beta): -16.155 / -16.154 eV
2S+1: 2
net charge: +3

=====

No. 2
Entry from the OMol25 dataset: C24H34Cl3FeGeN5P as an isolated structure (wB97M-V/def2-TZVPD).

Last column: Mulliken charge in e.
Element x y z (Å)
Fe1 0.10387 0.31263 0.05433  0.647
N1 -0.12042 0.98950 -2.03705  -0.194
C1 0.30949 2.39363 -2.26692  -1.063
C2 0.48085 3.08871 -0.93690  -0.152
N2 1.21782 2.25019 0.01701  0.376
C3 1.06560 2.78161 1.38333  -0.344
C4 1.54352 1.77437 2.42255  -0.913
N3 1.04717 0.41261 2.06929  -0.488
C5 2.62734 2.09455 -0.37620  -0.529
C6 2.84074 0.93410 -1.33043  -1.051
N4 2.11420 -0.25294 -0.84259  -0.312
H1 0.36846 0.37519 -2.68198  0.290
H2 -1.10097 0.90062 -2.29341  0.387
H3 -0.43001 2.94607 -2.85217  0.611
H4 1.23407 2.40473 -2.84552  0.253
H5 -0.49769 3.26879 -0.50599  -0.147
H6 0.95869 4.06644 -1.07301  0.525
H7 -0.00689 2.94371 1.53489  0.083
H8 1.56232 3.74983 1.50809  0.376
H9 1.16446 2.07058 3.40093  0.513
H10 2.62965 1.74961 2.51118  0.403
H11 0.42731 0.07918 2.79595  0.262
H12 1.82176 -0.24877 2.06362  0.127
H13 3.22030 1.91878 0.52084  0.385
H14 3.00963 3.01988 -0.81802  0.289
H15 3.91249 0.73321 -1.41109  0.548
H16 2.49524 1.15960 -2.33892  0.285
H17 2.06104 -0.94909 -1.58491  0.197
H18 2.67729 -0.70591 -0.12246  0.225
N5 -1.55072 -1.06695 1.79329  -0.115
C7 -2.33987 -0.08798 2.48411  -0.541
C8 -2.58026 -0.18251 3.84602  -0.510
C9 -3.38776 0.76158 4.46521  -0.768
C10 -3.98132 1.76850 3.71684  -0.808
C11 -3.73474 1.86068 2.35520  -0.772
C12 -2.87765 0.95660 1.73027  0.180
P1 -2.35759 0.98211 -0.00378  1.685
C13 -3.19037 -0.44691 -0.74617  -0.480
C14 -4.54625 -0.68777 -0.52233  -0.169
C15 -5.14659 -1.81733 -1.05399  -0.854
C16 -4.40039 -2.71671 -1.80443  -0.606
C17 -3.04912 -2.48956 -2.02971  -1.029
C18 -2.45047 -1.35529 -1.50136  0.659
C19 -3.06414 2.43111 -0.82520  1.115
C20 -3.68500 2.28107 -2.06482  -0.713
C21 -4.14352 3.39470 -2.75571  -0.819
C22 -3.99200 4.66094 -2.21497  -0.686
C23 -3.37561 4.82038 -0.97981  -0.911
C24 -2.90746 3.71486 -0.29124  -0.611
H19 -1.22288 -1.76754 2.45660  0.488
H20 -2.12577 -1.57422 1.12099  0.094
H21 -2.16964 -1.00595 4.41712  0.516
H22 -3.58144 0.68671 5.52523  0.446
H23 -4.64638 2.47512 4.19130  0.494
H24 -4.21826 2.63485 1.77883  0.545
H25 -5.13086 0.00443 0.07087  0.498
H26 -6.19732 -1.99986 -0.88041  0.449
H27 -4.87310 -3.59891 -2.21166  0.440
H28 -2.46670 -3.18897 -2.61065  0.469
H29 -1.39258 -1.18514 -1.69683  0.307
H30 -3.83658 1.29536 -2.48629  0.393
H31 -4.63198 3.26745 -3.71050  0.470
H32 -4.36002 5.52396 -2.74929  0.455
H33 -3.26451 5.80637 -0.55259  0.472
H34 -2.43015 3.85853 0.66929  0.429
Cl1 -0.72078 -4.08590 1.37660  -0.274
Ge1 0.56990 -2.72070 0.37731  1.077
Cl2 2.48379 -2.82119 1.40045  -0.311
Cl3 0.85398 -3.35324 -1.66062  -0.294

Forces on atoms 1 to 3 (eV/Å):
0.168 0.192 0.348
-0.193 -0.160 -0.744
-0.043 0.246 -0.212

Values from the calculation:
LUMO energy (alpha / beta): -4.74 / -8.06 eV
E: -6270.92727 Eh
orbital gap (alpha / beta): 9.21 / 6.32 eV
energy relative to the best compared isomer or geometry (same formula, charge and spin): 0.0 kJ/mol
E_HOMO (alpha / beta): -13.949 / -14.384 eV
2S+1: 6
net charge: +2

=====

No. 3
Entry from the OMol25 dataset: a 8-piece molecular cluster, C24H34F7INO22P2 overall (wB97M-V/def2-TZVPD).

Last column: Mulliken charge in e.
Element x y z (Å)
C1 1.73361 -2.95164 -0.21326  0.036
C2 1.30051 -2.66442 1.23120  0.020
I1 -0.69083 -3.41778 1.59400  -0.068
C3 1.44190 -1.21910 1.67047  -1.608
P1 0.32068 0.18484 0.91746  0.464
P2 2.07331 1.23338 -0.20786  -0.023
N1 1.13326 1.82105 -1.55172  -0.434
O1 2.73630 -0.01540 -1.12371  -0.536
H1 1.72797 -2.04166 -0.81490  0.061
H2 1.12058 -3.71815 -0.70115  -0.070
H3 2.76120 -3.34450 -0.19328  -0.193
H4 1.89093 -3.30733 1.89559  0.499
H5 1.25157 -1.13408 2.75055  0.491
H6 2.50735 -0.98743 1.50880  0.408
H7 0.69363 1.03857 2.07589  -0.039
H8 -0.51315 1.31558 0.36413  -0.153
H9 -0.01352 -0.62775 -0.28761  -0.387
H10 -0.84460 -0.33244 1.62022  0.006
H11 0.79482 0.99330 -2.05446  0.334
H12 0.28826 2.23308 -1.14410  0.103
H13 3.24521 0.37940 -1.84678  0.273
C4 -4.13147 -6.44876 4.10616  -0.378
C5 -3.19870 -5.31304 3.71760  0.252
O2 -3.46052 -4.35636 4.72957  -0.245
C6 -3.93279 -4.99306 5.83175  0.601
O3 -4.05507 -4.51180 6.91088  -0.514
O4 -4.23968 -6.28115 5.52019  -0.323
F1 -3.49396 -4.80098 2.50823  -0.263
H14 -5.10790 -6.30013 3.64320  0.277
H15 -3.74821 -7.43804 3.87711  0.268
H16 -2.13663 -5.56181 3.73055  0.252
C7 -0.88234 3.53702 -3.94137  -0.270
C8 -1.83612 3.29251 -2.78135  0.108
O5 -1.33949 4.20202 -1.80450  -0.276
C9 -0.65876 5.19113 -2.42089  0.647
O6 -0.27326 6.18278 -1.87761  -0.628
O7 -0.48211 4.89941 -3.72331  -0.344
F2 -1.74280 2.04888 -2.30098  -0.140
H17 -0.01285 2.88685 -3.83559  0.256
H18 -1.33271 3.43424 -4.92291  0.300
H19 -2.88304 3.52818 -2.97919  0.244
C10 -3.15513 -1.62141 -1.21900  0.115
C11 -4.46979 -2.14345 -1.75932  0.504
O8 -4.60010 -1.46892 -2.99760  -0.376
C12 -3.34973 -1.11850 -3.42353  0.666
O9 -3.11318 -0.73107 -4.52747  -0.590
O10 -2.46024 -1.29497 -2.43754  -0.269
F3 -5.53526 -1.82997 -0.97901  -0.310
H20 -3.31615 -0.71350 -0.63736  0.272
H21 -2.60977 -2.35896 -0.65030  -0.293
H22 -4.48365 -3.21922 -1.93877  0.233
C13 0.13222 -6.20410 -3.16628  -0.327
C14 0.01162 -7.30654 -2.12616  0.220
O11 -0.77670 -6.69472 -1.12765  -0.268
C15 -1.51160 -5.69856 -1.69425  0.613
O12 -2.39114 -5.11056 -1.15579  -0.438
O13 -1.07922 -5.47428 -2.95847  -0.322
F4 1.19749 -7.68011 -1.60574  -0.223
H23 0.98968 -5.56960 -2.93805  0.242
H24 0.17674 -6.55817 -4.19130  0.294
H25 -0.50150 -8.20490 -2.47689  0.230
C16 1.84986 6.66076 0.61668  -0.095
C17 1.96553 5.56649 1.66534  0.361
O14 2.13468 6.32202 2.86753  -0.376
C18 1.59486 7.54633 2.69433  0.662
O15 1.37701 8.34306 3.55520  -0.531
O16 1.31803 7.75231 1.38601  -0.311
F5 3.04211 4.78350 1.48410  -0.282
H26 2.84047 6.92959 0.24935  0.225
H27 1.18889 6.43069 -0.21101  -0.026
H28 1.08406 4.93460 1.77539  0.339
C19 6.58280 -6.21798 0.54888  -0.466
C20 6.13288 -4.78965 0.81465  0.312
O17 5.03294 -4.65608 -0.05411  -0.264
C21 4.50715 -5.88988 -0.30784  0.614
O18 3.45781 -6.09504 -0.81754  -0.434
O19 5.37029 -6.84539 0.13536  -0.337
F6 7.08222 -3.88272 0.49292  -0.280
H29 7.29966 -6.22788 -0.27343  0.276
H30 6.99094 -6.72935 1.41493  0.266
H31 5.80165 -4.59290 1.83534  0.301
C22 -0.40476 10.56201 1.15006  0.071
C23 -1.83289 10.07285 0.99993  0.377
O20 -2.30872 10.84129 -0.09000  -0.345
C24 -1.24383 11.22883 -0.85023  0.695
O21 -1.32478 11.71821 -1.93055  -0.522
O22 -0.09536 10.96741 -0.19001  -0.333
F7 -2.59930 10.32482 2.08621  -0.290
H32 -0.36874 11.43299 1.80553  0.254
H33 0.28204 9.80004 1.49472  -0.117
H34 -1.92557 9.01531 0.75016  0.273

Forces on atoms 1 to 3 (eV/Å):
0.187 -0.122 -0.067
0.511 -0.032 -0.043
-0.265 -0.108 0.049

Values from the calculation:
LUMO energy: 1.88 eV
E: -4324.48974 Eh
orbital gap: 5.23 eV
E_HOMO: -3.349 eV
net charge: -1